DFT (ωB97M-V/def2-TZVPD) results for the molecule C7H8S in a non-equilibrium geometry.

Output
Total energy ... -669.588003 Eh
HOMO level ... -0.318 hartree
Kohn-Sham gap ... 7.902 eV
SMILES ... C#C/C(C=S)=C/CC
Net charge ... 0
Energy relative to the best compared isomer or geometry (same formula, charge and spin) ... 2.8953 eV

Last column: Löwdin charge in e.
Positions of all 16 atoms, in Å:
C 2.9641 -1.6798 -0.1899  0.10
C 2.3153 -0.7070 -0.0994  -0.13
C 1.2553 0.3181 0.0533  -0.32
C 1.7031 1.7045 0.2709  -0.60
S 0.7719 2.9597 -0.1872  0.70
C -0.0552 -0.1656 0.0649  -0.03
C -1.4030 0.4768 -0.0975  -0.27
C -2.4831 -0.6025 -0.0355  -0.12
H 3.5922 -2.5656 -0.3695  0.05
H 2.6961 1.8760 0.7310  0.07
H -0.0119 -1.2559 0.1386  0.11
H -1.5207 1.0488 -1.0306  0.11
H -1.5032 1.2034 0.7336  0.11
H -2.3522 -1.3918 -0.7720  0.07
H -3.4584 -0.1320 -0.1498  0.07
H -2.5102 -1.0870 0.9390  0.07

Cartesian forces, eV/Å:
C 2.9 -3.6 -0.8
C -3.2 3.1 1.0
C -0.4 -1.0 0.4
C -0.8 0.2 -0.7
S 0.4 0.0 0.4
C 2.5 0.4 -0.8
C 0.3 -0.2 0.7
C -0.4 0.4 0.5
H -0.7 1.1 0.3
H -0.6 -0.3 -0.3
H -0.5 0.2 -0.3
H 0.5 -0.1 0.3
H -0.2 -0.1 -0.4
H 0.0 0.1 -0.2
H -0.1 -0.1 -0.2
H 0.2 0.0 0.1

DFT (ωB97M-V/def2-TZVPD) results for the molecule C7H9BrFN in a non-equilibrium geometry.

Output
Total energy ... -3000.588033 Eh
HOMO level ... -0.316 hartree
Kohn-Sham gap ... 9.140 eV
Net charge ... 0
Energy relative to the best compared isomer or geometry (same formula, charge and spin) ... 1.2807 eV

Last column: Löwdin charge in e.
Positions of all 19 atoms, in Å:
C 2.5392 -0.7622 -0.8866  -0.38
C 1.8317 1.2664 -1.0560  -0.32
C 3.4070 -1.2156 0.2990  -0.52
C 1.6885 -0.6125 0.3884  -0.41
C 0.9826 0.7163 0.0877  -0.23
C 0.6615 -1.7920 0.5462  -0.02
C 0.7164 1.7738 1.1861  -0.03
N 2.7089 0.5364 -1.6079  0.15
F 1.4860 2.4356 -1.6479  0.08
Br 4.8931 -0.1445 0.3771  0.72
H 2.2944 -1.4867 -1.7032  0.16
H 2.2728 -0.6027 1.2910  0.11
H -0.0267 0.5409 -0.3070  0.15
H -0.0809 -1.3786 1.4047  0.13
H 1.1286 -2.7406 0.8998  0.09
H 0.2206 -1.9129 -0.4202  0.07
H 0.4500 2.7344 0.6852  0.09
H 1.6511 1.9727 1.7806  0.10
H -0.0603 1.4314 1.8128  0.06

Cartesian forces, eV/Å:
C 2.1 -0.8 0.5
C -0.1 -0.4 -1.4
C 0.3 -1.5 -3.2
C -4.1 -0.1 -1.8
C -0.2 1.9 -0.1
C 0.1 1.6 3.0
C 2.3 0.6 -0.8
N -1.1 -0.2 1.6
F 0.3 -0.4 1.0
Br 1.2 1.3 0.8
H -0.2 0.1 1.4
H 0.7 0.4 1.2
H 0.3 -0.4 -0.3
H 1.3 -1.4 -2.2
H -0.3 0.8 -0.3
H -0.8 -0.2 -0.3
H 0.0 -0.7 0.5
H -0.9 -0.2 -0.4
H -0.9 -0.2 0.9